Molecular formula: C35H50BN6O3S
Method: DFT, the ωB97M-V functional and the def2-TZVPD basis

The value obtained for the total energy is -2340.98257 hartree. The lowest unoccupied orbital energy comes out at 1.9 eV. The HOMO-LUMO gap is 5.81 eV.

Structure (ORCA input):
```
! wB97M-V def2-TZVPD RIJCOSX def2/J DEFGRID3
* xyz -1 1
C -0.30224 -0.95842 0.52378
C -0.42468 0.43556 -0.13040
C 0.49195 0.56070 -1.36683
N 1.25972 1.80227 -1.39112
B 2.64998 1.79146 -0.79830
C 2.74215 1.10268 0.67101
C 3.25879 3.35009 -0.88747
C 3.85792 3.91876 0.39395
C 2.79274 4.36922 1.40722
C 3.20146 4.05832 2.82742
O 4.44670 4.69291 3.13872
C 5.37833 3.84059 3.74731
S 3.86868 0.74477 -1.92201
C 5.55629 1.08279 -1.34861
O 3.72276 -0.70767 -1.72785
O 3.79348 1.13588 -3.33332
H -1.06175 -1.63568 0.14289
H 0.66071 -1.40866 0.31069
H -0.38512 -0.87679 1.60396
H -0.17531 1.17933 0.61141
H -1.45487 0.52702 -0.45390
H -0.17026 0.57174 -2.23174
H 1.09651 -0.33867 -1.47090
H 1.24227 2.21941 -2.31172
H 2.05666 1.56183 1.37802
H 3.73972 1.11472 1.11036
H 2.47024 0.05286 0.59279
H 2.46322 4.00859 -1.22413
H 4.03498 3.40908 -1.65202
H 4.55419 3.24187 0.87635
H 4.44588 4.79958 0.13865
H 1.88730 3.80919 1.18904
H 2.55866 5.42451 1.29784
H 3.34736 2.98377 2.87320
H 2.43906 4.36860 3.54187
H 4.98791 3.37722 4.65552
H 5.71089 3.03960 3.08440
H 6.25512 4.42797 3.97816
H 6.22373 1.21768 -2.19042
H 5.85417 0.22217 -0.76909
H 5.58590 1.95405 -0.70364
N 8.12451 6.18158 3.28298
C 7.81777 7.43543 3.60308
C 8.76401 8.42100 3.84331
C 10.10393 8.08375 3.74695
C 10.44058 6.78197 3.41403
C 9.41572 5.87423 3.19186
H 6.75689 7.65319 3.66742
H 8.45588 9.42587 4.09807
H 10.87370 8.82378 3.92703
H 11.47392 6.47491 3.32676
H 9.63366 4.84553 2.92496
N -2.82514 0.90972 2.55025
C -3.31093 -0.26720 2.93165
C -4.53069 -0.77077 2.50718
C -5.29388 -0.00274 1.64283
C -4.80684 1.22784 1.23860
C -3.56899 1.63254 1.71568
H -2.68114 -0.83585 3.60823
H -4.87023 -1.74053 2.84658
H -6.25166 -0.36191 1.28469
H -5.36593 1.85629 0.55975
H -3.14031 2.58146 1.41340
N -4.74562 0.31551 -2.12808
C -5.21071 -0.88198 -1.77700
C -6.42286 -1.39742 -2.21232
C -7.19802 -0.62085 -3.05895
C -6.73086 0.62907 -3.43396
C -5.50197 1.04602 -2.94325
H -4.57378 -1.45504 -1.11074
H -6.73998 -2.38008 -1.89204
H -8.15114 -0.98519 -3.42235
H -7.30301 1.26773 -4.09370
H -5.09567 2.01490 -3.21479
N -5.90024 -4.23269 -0.56745
C -5.37029 -3.93824 0.61768
C -4.33153 -4.65066 1.19415
C -3.81546 -5.73415 0.50169
C -4.35480 -6.05881 -0.73296
C -5.38990 -5.27658 -1.21919
H -5.80224 -3.08052 1.12205
H -3.93442 -4.35918 2.15702
H -3.00131 -6.31462 0.91634
H -3.98713 -6.89369 -1.31108
H -5.83523 -5.48926 -2.18554
N -4.56911 -8.62825 -3.02351
C -3.65146 -9.58581 -3.13995
C -3.62306 -10.50173 -4.17990
C -4.60458 -10.42087 -5.15355
C -5.56817 -9.43162 -5.04781
C -5.50433 -8.56409 -3.96871
H -2.90180 -9.61429 -2.35634
H -2.85030 -11.25657 -4.22432
H -4.61764 -11.11693 -5.98245
H -6.35221 -9.33184 -5.78557
H -6.23723 -7.77322 -3.84978
*
```